Record 1
C46H80F3N3O18S10 as an isolated structure in a non-equilibrium geometry. Source: OMol25; level of theory: wB97M-V/def2-TZVPD.

Frontier orbital gap: 6.9 eV
LUMO energy: -1.412 eV

Each line ends with the Mulliken charge.
Cartesian coordinates (Å):
H  -1.125220  -2.926135  5.173633  0.359
H  -6.111622  -3.266017  -2.369338  0.369
H  7.320462  9.201324  -1.949261  0.383
H  -0.227017  -1.691565  3.332353  0.295
C  1.081874  4.641910  -1.453344  0.365
C  1.723603  5.919606  -2.141251  1.060
C  1.703671  11.921911  -3.409171  -0.884
C  3.667660  1.112272  -0.385900  -0.349
O  -9.042354  -6.737199  6.681541  -0.646
C  4.784365  -0.422360  -3.446486  -0.076
O  1.613881  -2.478233  5.074959  -0.637
H  2.421861  8.637526  -2.869556  -0.197
H  2.689303  0.784414  -0.899949  0.290
H  -1.897112  -1.056301  3.332431  0.409
C  5.061597  -1.294144  -4.663564  -0.711
C  -4.763403  -3.915898  -0.790585  -0.684
H  5.034255  -3.170992  -3.600237  0.312
O  5.824971  10.100830  -6.165531  -0.660
H  4.141566  -1.541337  -5.197333  0.354
H  -6.674552  -6.780294  5.336291  0.280
C  -0.750203  2.712006  -1.103199  0.512
H  -9.330656  -9.639230  5.365597  0.358
H  -7.510608  -4.031473  -0.508605  0.322
C  2.075066  1.972659  -6.737509  -0.892
C  -8.080882  -10.035494  3.618180  -0.521
H  0.841313  3.709245  -4.135586  -0.623
H  8.059743  7.525724  -3.590533  0.313
H  7.794659  -1.907511  -3.663976  0.358
H  5.698858  9.219120  -2.642127  -0.049
H  5.620666  -3.565928  3.867670  0.321
H  -6.399560  -6.852484  -0.670589  0.351
H  -8.314417  -5.490523  8.857045  0.348
H  -0.919842  4.453670  -2.699712  0.390
S  -7.869499  -7.258392  7.348077  1.297
H  -7.747264  -5.220327  -1.789193  0.362
H  3.540510  -1.603416  2.789163  0.177
C  -1.282619  -1.952280  3.235085  -0.624
O  7.180965  0.519606  -2.924091  -0.698
H  4.744740  -3.284157  6.035035  0.348
H  -7.463523  -6.840883  9.659877  0.350
H  -8.588289  -10.314914  1.515606  0.381
C  -2.048331  -4.275321  2.185964  -0.462
H  4.472678  -2.778930  1.850748  0.382
C  5.018821  -2.656110  3.963011  -0.769
H  5.633706  2.068041  1.597978  0.321
O  -4.722096  -4.982597  1.620309  -0.820
C  0.805438  2.783581  -6.960738  -0.662
H  -7.032758  -5.965610  0.746726  0.147
C  2.528243  10.667530  -3.664858  -0.446
S  2.495311  2.272559  -5.029539  1.480
N  -0.537755  0.777126  0.672280  -0.360
H  -1.689651  -5.046912  1.504183  0.641
C  1.626163  3.829948  -4.883298  0.550
H  4.529008  3.390762  2.429549  0.350
O  -0.240899  -2.804308  0.970101  -0.682
H  5.308902  7.847314  -4.905965  0.254
H  6.987330  -2.795472  -2.340421  0.345
C  4.003676  -2.595303  2.819667  -0.482
S  -1.529127  -2.668804  1.615062  1.205
H  6.515624  6.931180  -2.963345  0.369
H  -0.379608  -4.585436  3.520713  0.161
O  -10.292144  -8.343266  1.358492  -0.713
S  6.936449  9.444419  -5.513606  1.159
C  -9.368302  -9.539589  4.278700  -0.684
H  -7.983103  -11.121236  3.687783  0.353
N  -1.979370  1.940764  -1.329100  -0.626
C  -6.429478  -6.800942  6.398486  -0.440
H  -10.219491  -10.124132  3.914048  0.356
H  -5.446075  -4.890626  -2.591853  0.310
H  4.034695  -1.689876  5.652594  0.345
C  4.733899  2.788940  1.482792  -1.162
S  -1.970739  0.626770  -0.245729  0.377
C  6.760994  9.100973  -2.882108  -0.282
H  -8.795605  -7.449544  4.374372  -0.035
H  0.122062  4.709062  -6.188471  0.372
H  1.937802  0.904474  -6.904941  0.423
H  5.725273  -0.768332  -5.357914  0.353
H  -5.038937  -3.067581  -0.160173  0.334
H  2.883939  4.481110  0.034604  0.242
O  -8.234456  -6.950561  1.851733  -0.657
O  8.224130  9.294042  -6.150487  -0.671
H  -7.217285  -9.594905  4.127624  0.192
H  -7.105088  -9.356698  1.788223  0.346
C  -6.033066  -5.437758  6.949482  -0.653
C  -9.515807  -8.084356  3.855653  -0.375
O  -7.753333  -8.647781  7.731792  -0.706
H  -6.105177  -4.571746  8.953318  0.333
H  4.573480  0.616658  -3.701036  -0.120
C  -5.826208  -4.182337  -1.848147  -0.754
C  6.401089  7.843620  -4.934964  -0.605
H  2.248588  12.843490  -3.612675  0.465
O  -2.650800  -2.015822  0.968862  -0.620
H  2.324145  4.604786  -4.567359  0.151
H  4.213855  1.792021  -1.150479  0.211
H  -3.144313  -4.281394  2.219795  0.198
H  0.889288  9.281058  -3.456531  0.254
H  2.023403  -3.514448  2.590198  0.060
S  6.282565  -0.521783  -2.482898  1.199
H  -6.715094  -4.668430  6.572915  0.310
H  2.618148  10.457241  -4.732716  0.427
H  2.271419  9.856656  -0.815739  0.382
H  3.971666  -0.834811  -2.843858  0.355
H  -1.915948  -5.196835  4.152388  0.391
H  2.895267  2.348028  -7.353791  0.379
O  -0.104252  12.184784  -1.511012  -0.682
H  -0.049211  2.275890  -6.501555  0.287
C  -0.273006  4.011945  -1.872959  -0.860
C  6.845928  -2.082290  -3.153422  -0.708
H  -5.652713  -7.544498  6.591312  0.332
H  6.187016  -3.146657  -4.934422  0.352
H  0.771289  11.902583  -3.977958  0.387
O  5.929846  -0.699534  -1.089698  -0.646
C  2.954356  -3.651069  3.142105  -0.323
H  3.537429  10.792483  -3.258042  0.062
H  5.029374  3.521196  0.633762  0.260
C  1.888351  3.980752  -0.263214  -0.503
C  1.809680  9.539801  -2.922666  0.069
F  3.102186  5.659527  -2.489474  -0.246
C  -8.107158  -9.576343  2.159291  -0.675
S  -4.780270  -5.380394  0.228153  1.303
H  8.238823  10.419984  -3.794848  0.370
C  7.181723  10.167623  -3.895258  -0.697
C  6.986539  7.734921  -3.533333  -0.698
O  1.820904  1.289251  -4.212164  -0.628
C  -6.448990  -5.882350  -0.172484  -0.239
H  -5.353628  -6.164263  8.863808  0.305
H  -3.768553  -3.764732  -1.209023  0.471
S  -9.093985  -8.084122  2.123165  1.097
O  -3.860299  -6.342884  -0.336526  -0.735
C  1.360330  2.706189  0.460363  -0.014
C  0.018887  1.982219  0.091890  0.368
S  2.660099  -3.459794  4.891420  1.206
H  6.756332  7.065804  -5.610568  0.442
C  1.465851  10.055701  -1.524828  -0.784
O  2.606069  -4.769661  5.501375  -0.714
H  3.345348  -4.657807  2.977765  0.396
H  -2.750769  -2.918704  4.489138  0.352
H  4.273739  0.150715  -0.190715  0.251
H  6.574356  11.069191  -3.806237  0.385
H  1.757118  4.716467  -6.848861  0.315
H  5.704591  -1.806058  3.940199  0.365
C  3.426137  2.007410  0.930029  0.306
C  1.042600  4.125856  -6.265969  -0.832
C  -7.008357  -4.803274  -1.101165  -0.788
C  -1.454916  -4.386091  3.584177  -0.754
C  -6.168936  -5.548939  8.469396  -0.638
O  3.919285  2.509050  -4.933212  -0.769
C  -1.688771  -3.026370  4.243238  -0.689
S  1.287180  11.829789  -1.676561  1.178
O  2.340270  12.464867  -0.917772  -0.665
H  0.591946  2.909612  -8.024242  0.399
C  -7.510843  -6.223105  8.762365  -0.735
H  -5.018570  -5.164655  6.651903  0.314
H  0.532740  9.628102  -1.156556  0.379
F  1.092049  6.327259  -3.342084  -0.247
C  4.231478  -2.694719  5.274391  -0.682
N  2.245198  2.159615  1.535481  -0.612
C  5.761285  -2.544988  -4.128053  -0.704
F  1.737931  6.985216  -1.166692  -0.204
H  -10.524988  -7.697397  3.993527  0.417

Atoms 1-3, force components in eV/Å:
0.01 0.05 -0.15
0.07 -0.07 0.04
-0.08 0.02 -0.09

Record 2
C29H32ClN7NdO9P as an isolated structure in a non-equilibrium geometry. Source: OMol25; level of theory: wB97M-V/def2-TZVPD.

Frontier orbital gap (alpha / beta): 7.1 / 7.1 eV
2S+1: 4
LUMO energy (alpha / beta): -0.440 / -0.439 eV

Each line ends with the Mulliken charge.
Cartesian coordinates (Å):
C  1.625328  4.235211  -3.438824  -0.920
C  1.188760  -1.800503  -7.155598  -0.059
H  -2.688513  0.153263  3.266596  0.334
H  -5.400898  1.731049  0.175320  0.230
H  3.329135  1.746398  0.056425  0.473
H  2.600778  -3.270510  -7.787132  0.452
H  -1.040598  0.740090  3.606443  0.062
C  4.388668  -0.485639  3.914029  0.446
H  6.300305  1.334646  -7.225420  0.236
C  2.458936  -0.327901  2.081266  -0.539
O  0.770920  1.218696  1.523815  -0.242
C  -2.088239  -1.474476  -4.969982  -0.381
H  -2.271336  -2.152967  0.955890  0.350
Nd  -0.034765  -0.164486  -0.049050  0.293
O  1.920189  1.561971  3.403554  -0.878
H  -0.962432  -3.264883  0.676466  0.428
H  -2.879668  -1.495183  -5.709130  0.410
H  -1.960565  4.685572  -0.892634  0.374
Cl  -0.536853  -1.845930  2.503494  -0.244
C  -0.913666  -2.140879  -5.268899  -0.157
H  2.684520  -2.941010  0.477125  0.159
C  1.009944  -0.451822  -6.824433  -0.003
H  -4.405741  3.205369  0.236162  0.276
O  5.375319  -1.117536  4.208597  -0.624
O  4.007589  0.590507  4.561365  -0.559
N  -0.858257  -2.761216  -6.529045  -0.537
O  -3.409094  1.375999  0.339862  -0.263
H  -3.139003  -0.144246  -3.647395  0.494
N  1.897412  3.205845  -2.457760  0.341
C  1.252050  -3.002662  -4.366583  -0.626
C  -1.211462  -0.594428  -2.877138  0.629
H  0.295795  1.827163  -2.814844  0.687
C  2.047589  -2.039874  -2.337441  -0.369
H  5.736979  0.097278  -8.372217  0.361
C  -1.570446  3.676248  -0.771839  -0.541
C  -4.537141  2.200454  0.639532  -0.739
C  0.113780  -2.173858  -4.280375  0.233
C  3.368570  -0.048594  -7.096890  0.894
H  6.015360  -0.326663  -6.662043  0.359
C  -0.025636  -1.398686  -3.099585  0.844
O  4.358423  0.876508  -7.023359  -0.436
H  -0.501438  3.679652  -0.998915  0.066
N  2.854929  -2.176867  1.107113  -0.401
C  5.670299  0.457343  -7.342070  -0.898
N  0.935326  -1.371316  -2.135235  0.476
C  2.736088  2.092994  -0.773073  -0.586
H  1.148005  3.796306  -4.312192  0.322
H  4.534950  -1.763913  -7.689427  0.408
C  2.242217  -2.894252  -3.427924  -1.558
C  2.083165  0.410527  -6.808303  -0.717
P  -1.936381  1.721172  0.939114  1.054
H  3.180152  1.003090  4.171520  0.432
C  3.752259  -2.117610  2.100697  -0.431
C  3.553608  -1.380257  -7.446458  -0.423
O  -1.285170  0.202002  -1.854102  -0.194
O  -2.225044  2.040264  2.487453  -0.430
H  1.955985  1.458766  -6.569272  0.476
C  -2.228974  -0.703514  -3.823049  -1.105
H  0.016248  -0.078469  -6.611846  0.419
H  3.644587  3.996212  -1.487508  0.476
H  2.828461  -1.924054  -1.592702  0.801
C  -2.082553  1.031855  3.493354  -0.457
N  0.111316  -2.704760  -7.306679  -0.467
N  1.637045  1.402448  -1.218445  0.480
H  0.966894  5.000223  -3.025088  0.305
C  1.666108  0.933320  2.375433  0.852
H  4.476461  -2.891956  2.288062  0.540
C  2.463356  -2.236242  -7.496623  -0.606
H  -4.688914  2.276100  1.716164  0.280
C  -1.188787  -2.202581  0.795749  -0.943
C  3.545202  -0.927586  2.762483  0.213
O  -1.783781  3.301386  0.585667  -0.475
C  1.160701  2.100600  -2.230093  -0.936
H  1.335381  -3.727978  -5.161426  0.652
H  3.151243  -3.474416  -3.506324  0.431
H  -2.427051  1.477463  4.423703  0.252
N  2.066701  -1.102252  1.071359  0.546
C  2.909481  3.211674  -1.530614  -0.770
H  -2.085144  3.002292  -1.463286  0.312
H  2.555791  4.706653  -3.745279  0.353

Atoms 1-3, force components in eV/Å:
-0.12 0.15 -0.05
0.54 0.42 0.32
0.03 0.01 -0.01

Record 3
C11H13MnN2O6 as an isolated structure in a non-equilibrium geometry. Source: OMol25; level of theory: wB97M-V/def2-TZVPD.

Frontier orbital gap (alpha / beta): 6.1 / 5.1 eV
Net charge: +3
2S+1: 4
LUMO energy (alpha / beta): -14.006 / -15.025 eV

Each line ends with the Mulliken charge.
Cartesian coordinates (Å):
O  0.099199  -0.749367  -0.110528  -0.709
O  2.868858  1.409648  -3.541932  -0.064
C  -1.003277  -1.964819  1.721839  -0.890
H  -2.363885  2.123412  3.170238  0.410
C  0.148590  -0.303224  -2.242141  0.664
C  -1.979870  0.107906  2.644224  -0.441
N  -1.228512  -0.548125  1.598327  0.159
N  -0.803148  1.378889  0.348290  0.221
H  -3.049279  -0.104010  2.434746  0.341
O  -0.959002  -0.058500  -2.518638  -0.166
O  0.966684  -3.285519  -0.526823  -0.094
H  0.325389  3.104189  -0.072755  0.458
C  4.452710  -3.548507  -4.328354  0.115
H  -1.661489  -0.356573  3.598643  0.513
O  4.636408  -4.220182  -5.220535  -0.105
H  0.641893  1.759771  -1.221659  0.322
O  2.196157  0.887849  0.875539  -0.133
C  2.603559  0.535699  -2.829341  0.528
H  -2.846039  1.724606  0.684893  0.271
C  1.495264  -2.414861  -1.083181  0.551
C  -1.683586  1.581161  2.524566  -0.703
C  -0.586837  0.053382  0.574925  0.526
C  -1.859248  2.038389  1.098643  -0.557
H  -0.879549  2.712105  -1.308561  0.391
H  -1.357059  -2.542192  0.867285  0.347
H  1.846832  -1.572030  -2.971464  0.182
H  -0.649760  1.767242  2.848428  0.325
H  -1.701904  3.120530  0.967542  0.434
C  2.183370  0.323019  -0.138943  0.399
Mn  1.780242  -0.665151  -1.661370  -0.186
H  0.045182  -2.242608  1.846289  0.343
C  -0.133250  2.262121  -0.627899  -0.911
H  -1.544646  -2.314252  2.599707  0.461

Atoms 1-3, force components in eV/Å:
0.93 0.70 -0.70
-0.82 -4.09 3.23
-0.67 -1.13 0.86